Record 1
Formula: C33H57EuIN2O2Si
Source: OMol25
Level of theory: ωB97M-V/def2-TZVPD

Element x y z (Å)
O  0.425137  -2.730966  -1.597322
O  -1.112841  -1.920692  -3.408977
C  1.816244  -2.759932  -2.209927
C  2.784866  -3.438716  -1.284362
H  2.050297  -1.707196  -2.381270
H  1.705627  -3.276730  -3.167977
H  2.844841  -2.963700  -0.296995
H  3.769706  -3.372143  -1.759196
H  2.552314  -4.498925  -1.144402
C  -0.216483  -4.102047  -1.364491
C  -0.138184  -4.956222  -2.594865
H  -1.239412  -3.849505  -1.073837
H  0.336845  -4.472571  -0.501603
H  -0.557830  -4.465080  -3.482779
H  -0.730691  -5.857418  -2.415631
H  0.888250  -5.277509  -2.798529
C  -2.530014  -1.773276  -3.124178
C  -0.653272  -1.262662  -4.616269
C  -3.292251  -3.008741  -3.521600
H  -2.896467  -0.890194  -3.674807
H  -2.603763  -1.568748  -2.048632
H  -3.238890  -3.165918  -4.603121
H  -4.342836  -2.878334  -3.247599
H  -2.920856  -3.904124  -3.011382
C  -1.000768  -2.058350  -5.852165
H  0.428038  -1.139993  -4.493607
H  -1.113855  -0.261476  -4.654067
H  -0.764079  -3.123253  -5.744542
H  -0.420545  -1.671965  -6.695149
H  -2.062318  -1.950235  -6.095200
H  -0.200274  -2.256359  -2.302059
N  1.579022  1.155617  2.380234
C  1.463851  2.450720  2.656682
C  0.289295  3.189901  2.412582
C  -1.004964  2.774810  2.054057
C  2.645392  3.218095  3.210510
H  3.428523  3.340729  2.448347
H  3.073315  2.718977  4.089378
H  2.295782  4.212906  3.507995
C  -2.022090  3.869098  1.805437
H  -2.827040  3.818590  2.552025
H  -2.464505  3.779156  0.801720
H  -1.526597  4.843649  1.891237
N  -1.397002  1.502006  1.975012
C  2.773465  0.414092  2.608898
C  3.754638  0.306421  1.597196
C  3.602390  0.988406  0.270814
C  4.898418  -0.455516  1.840520
H  5.659252  -0.513036  1.062105
C  5.070120  -1.108152  3.059566
H  5.972577  -1.693387  3.243433
C  4.092859  -1.014748  4.050855
H  4.204042  -1.527903  5.004206
C  2.937033  -0.262586  3.835939
C  1.852432  -0.246229  4.867319
C  -2.691183  1.043865  2.347959
C  -3.707027  0.848769  1.386232
C  -3.487199  1.195298  -0.054128
C  -4.959854  0.401043  1.809712
H  -5.755772  0.283299  1.071117
C  -5.194165  0.103813  3.152186
H  -6.167982  -0.273413  3.468449
C  -4.182953  0.294341  4.094750
H  -4.357693  0.080304  5.151298
C  -2.930899  0.759303  3.709921
C  -1.849501  0.990451  4.722634
Eu  0.044833  -0.217191  1.083953
H  3.468208  0.254639  -0.542876
H  4.511333  1.563709  0.032015
H  2.754644  1.684252  0.234670
H  1.358848  0.730691  4.944430
H  2.282870  -0.485667  5.848638
H  1.088907  -1.014168  4.653920
H  -4.115712  0.561230  -0.695210
H  -2.442623  1.071811  -0.378526
H  -3.771215  2.239771  -0.270179
H  -0.893919  0.523272  4.439574
H  -2.156783  0.567270  5.687187
H  -1.658544  2.062294  4.890876
H  0.400949  4.260650  2.560538
C  0.335896  0.524803  -1.264370
Si  0.464054  2.263399  -1.929172
H  1.232625  -0.103768  -1.465091
H  -0.535307  -0.019006  -1.692890
C  1.721262  2.133663  -3.319003
C  1.041615  3.674265  -0.833501
C  -1.242862  2.756037  -2.538933
H  -1.777944  1.893506  -2.957774
H  -1.142824  3.512713  -3.328693
H  -1.859705  3.189579  -1.738630
H  2.645328  1.664609  -2.950504
H  1.975618  3.124056  -3.716745
H  1.321990  1.514285  -4.133511
H  1.867273  3.424939  -0.157572
H  0.228705  4.089420  -0.224526
H  1.401551  4.478490  -1.494634
I  0.818382  -2.849310  2.336885

Forces on atoms 1 to 2 (eV/Å):
O -0.1 -0.5 -0.8
O -0.3 0.2 -0.2

For the molecular weight, the calculation gives 820.78 g mol⁻¹. The spin multiplicity is 8. The expectation value of S² is 15.761. The gap between HOMO and LUMO (alpha / beta) is 5.89 / 6.65 eV.

Charges per atom according to Löwdin partitioning, unit e: number 1, O, carries -0.14; number 2, O, carries -0.24; number 3, C, carries -0.15; number 4, C, carries -0.06; number 5, H, carries 0.11; number 6, H, carries 0.12; number 7, H, carries 0.05; number 8, H, carries 0.10; number 9, H, carries 0.08; number 10, C, carries -0.14; number 11, C, carries -0.07; number 12, H, carries 0.13; number 13, H, carries 0.08; number 14, H, carries 0.07; number 15, H, carries 0.10; number 16, H, carries 0.08; number 17, C, carries -0.21; number 18, C, carries -0.22; number 19, C, carries -0.06; number 20, H, carries 0.13; number 21, H, carries 0.12; number 22, H, carries 0.07; number 23, H, carries 0.09; number 24, H, carries 0.07; number 25, C, carries -0.06; number 26, H, carries 0.12; number 27, H, carries 0.12; number 28, H, carries 0.08; number 29, H, carries 0.09; number 30, H, carries 0.08; number 31, H, carries 0.09; number 32, N, carries -0.05; number 33, C, carries -0.35; number 34, C, carries -0.07; number 35, C, carries -0.36; number 36, C, carries -0.01; number 37, H, carries 0.09; number 38, H, carries 0.09; number 39, H, carries 0.07; number 40, C, carries -0.02; number 41, H, carries 0.09; number 42, H, carries 0.07; number 43, H, carries 0.08; number 44, N, carries -0.09; number 45, C, carries -0.27; number 46, C, carries -0.23; number 47, C, carries -0.05; number 48, C, carries -0.06; number 49, H, carries 0.11; number 50, C, carries -0.09; number 51, H, carries 0.10; number 52, C, carries -0.06; number 53, H, carries 0.11; number 54, C, carries -0.28; number 55, C, carries -0.08; number 56, C, carries -0.23; number 57, C, carries -0.23; number 58, C, carries -0.06; number 59, C, carries -0.07; number 60, H, carries 0.11; number 61, C, carries -0.09; number 62, H, carries 0.10; number 63, C, carries -0.06; number 64, H, carries 0.11; number 65, C, carries -0.21; number 66, C, carries -0.04; number 67, Eu, carries 1.17; number 68, H, carries 0.07; number 69, H, carries 0.09; number 70, H, carries 0.03; number 71, H, carries 0.07; number 72, H, carries 0.08; number 73, H, carries 0.01; number 74, H, carries 0.07; number 75, H, carries 0.04; number 76, H, carries 0.08; number 77, H, carries 0.06; number 78, H, carries 0.08; number 79, H, carries 0.09; number 80, H, carries 0.09; number 81, C, carries -0.44; number 82, Si, carries 0.36; number 83, H, carries -0.07; number 84, H, carries -0.06; number 85, C, carries -0.20; number 86, C, carries -0.18; number 87, C, carries -0.19; number 88, H, carries 0.01; number 89, H, carries 0.03; number 90, H, carries 0.01; number 91, H, carries 0.02; number 92, H, carries 0.02; number 93, H, carries 0.01; number 94, H, carries 0.01; number 95, H, carries 0.02; number 96, H, carries 0.03; number 97, I, carries -0.12

Record 2
Formula: C33H57N4NiOP2
Source: OMol25
Level of theory: ωB97M-V/def2-TZVPD

Element x y z (Å)
C  -0.156725  1.925650  -2.697455
C  -0.404647  -0.413158  -2.558337
C  -0.443766  1.932719  -4.059161
C  -0.848764  -0.420472  -3.894532
C  -0.832610  0.740783  -4.646281
H  -0.351961  2.865946  -4.622027
H  -1.047102  -1.405190  -4.340003
H  -1.192900  0.706979  -5.687037
N  -0.320103  0.815034  -1.953149
P  0.103136  2.977275  -0.197264
P  -0.025112  -2.706622  -0.595809
C  0.456689  3.146911  -2.022595
H  1.551961  3.138718  -2.185310
H  0.096569  4.079894  -2.494645
C  0.507624  -1.544688  0.963742
O  1.071544  -1.565477  2.004840
C  0.316854  -1.637354  -2.079526
H  0.379670  -2.327675  -2.972303
C  1.173440  -4.080707  -1.229495
C  -1.448590  -3.592891  0.333362
C  1.642608  3.523987  0.739503
C  -1.337075  4.226719  -0.125640
C  2.313537  -4.057045  -0.198654
H  2.003905  -4.339664  0.830118
H  3.145518  -4.730122  -0.521219
H  2.688230  -3.018067  -0.164079
C  0.575508  -5.477924  -1.423643
H  0.160533  -5.935102  -0.518181
H  -0.212377  -5.431334  -2.189520
H  1.375756  -6.143569  -1.801279
C  1.796239  -3.805059  -2.629841
H  2.668551  -4.458991  -2.808759
H  1.120186  -4.013076  -3.479073
H  2.101638  -2.752115  -2.688039
C  -0.848009  -4.526579  1.434598
H  -0.309493  -3.936270  2.198071
H  -1.696744  -5.042361  1.931848
H  -0.161943  -5.293411  1.039635
C  -2.392228  -2.631555  1.076869
H  -1.856357  -2.067403  1.858708
H  -2.875605  -1.939237  0.369797
H  -3.186736  -3.238830  1.568162
C  -2.326819  -4.378272  -0.658272
H  -1.800412  -5.207826  -1.154858
H  -3.172689  -4.808638  -0.084602
H  -2.729955  -3.697721  -1.433752
C  -1.826753  4.289642  1.316468
H  -2.662955  4.994828  1.358036
H  -2.195506  3.320977  1.665518
H  -1.068412  4.644157  2.022666
C  -2.458390  3.717790  -1.023243
H  -2.176397  3.671094  -2.079147
H  -2.833268  2.740170  -0.718504
H  -3.294066  4.422271  -0.949664
C  -0.908194  5.615626  -0.624735
H  -1.812903  6.166306  -0.906429
H  -0.403184  6.201072  0.144475
H  -0.258223  5.599615  -1.504444
C  2.862726  3.202387  -0.121244
H  2.945073  3.844307  -1.007668
H  3.783881  3.348582  0.462504
H  2.817163  2.153682  -0.431892
C  1.739792  2.697953  2.030046
H  1.730292  1.618026  1.820848
H  2.684909  2.930057  2.541505
H  0.921793  2.917384  2.724307
C  1.674457  5.012040  1.093441
H  1.670417  5.649789  0.202557
H  0.848725  5.311699  1.748272
H  2.608264  5.223030  1.639608
Ni  -0.068456  0.705320  0.073497
N  1.629838  -0.143825  -0.453895
C  1.922372  -0.971980  -1.388122
C  3.546029  -1.007866  -1.628314
C  4.155723  -2.008737  -2.603690
C  3.936675  0.388951  -2.091104
C  4.162756  -1.212174  -0.251570
H  4.070074  -3.054082  -2.250416
H  3.792046  -1.870570  -3.637968
H  5.249231  -1.809512  -2.612980
H  3.960966  1.065416  -1.237351
H  4.945221  0.419489  -2.510942
H  3.266669  0.771676  -2.864273
H  5.219912  -0.925678  -0.231404
H  3.625288  -0.608998  0.484410
H  4.133111  -2.258028  0.056025
C  -1.365682  0.921264  3.307669
C  -2.256257  0.845836  2.134591
N  -1.925830  0.686452  0.850582
C  -3.104251  0.540683  0.135075
C  -4.113834  0.650922  0.965979
N  -3.610935  0.837658  2.227689
H  -0.476719  1.541811  3.084237
H  -1.912260  1.363753  4.152494
H  -1.023733  -0.087015  3.612368
H  -3.077393  0.357002  -0.938362
H  -5.158130  0.608764  0.783383
H  -4.066369  0.948542  3.078378

Forces on atoms 1 to 2 (eV/Å):
C -0.2 -0.1 -0.1
C 0.1 1.3 -1.2

The total charge is +1. For the molecular weight, the calculation gives 646.49 g mol⁻¹. The energy above the lowest of the compared OMol25 structures with the same formula, charge and spin comes out at 0.0 kJ/mol. The spin multiplicity is 3. The expectation value of S² is 2.033. The gap between HOMO and LUMO (alpha / beta) is 5.91 / 6.46 eV.

Charges per atom according to Löwdin partitioning, unit e: number 1, C, carries -0.31; number 2, C, carries -0.26; number 3, C, carries -0.02; number 4, C, carries -0.03; number 5, C, carries -0.05; number 6, H, carries 0.13; number 7, H, carries 0.12; number 8, H, carries 0.13; number 9, N, carries 0.04; number 10, P, carries 1.14; number 11, P, carries 1.17; number 12, C, carries -0.22; number 13, H, carries 0.09; number 14, H, carries 0.08; number 15, C, carries -0.36; number 16, O, carries 0.00; number 17, C, carries -0.21; number 18, H, carries 0.08; number 19, C, carries -0.59; number 20, C, carries -0.63; number 21, C, carries -0.68; number 22, C, carries -0.66; number 23, C, carries -0.09; number 24, H, carries 0.09; number 25, H, carries 0.11; number 26, H, carries 0.03; number 27, C, carries -0.10; number 28, H, carries 0.06; number 29, H, carries 0.08; number 30, H, carries 0.10; number 31, C, carries -0.13; number 32, H, carries 0.10; number 33, H, carries 0.10; number 34, H, carries 0.02; number 35, C, carries -0.06; number 36, H, carries 0.09; number 37, H, carries 0.10; number 38, H, carries 0.06; number 39, C, carries -0.10; number 40, H, carries 0.07; number 41, H, carries 0.07; number 42, H, carries 0.10; number 43, C, carries -0.09; number 44, H, carries 0.05; number 45, H, carries 0.10; number 46, H, carries 0.09; number 47, C, carries -0.08; number 48, H, carries 0.10; number 49, H, carries 0.06; number 50, H, carries 0.07; number 51, C, carries -0.08; number 52, H, carries 0.08; number 53, H, carries 0.05; number 54, H, carries 0.10; number 55, C, carries -0.08; number 56, H, carries 0.09; number 57, H, carries 0.07; number 58, H, carries 0.07; number 59, C, carries -0.11; number 60, H, carries 0.09; number 61, H, carries 0.10; number 62, H, carries 0.03; number 63, C, carries -0.10; number 64, H, carries 0.06; number 65, H, carries 0.10; number 66, H, carries 0.06; number 67, C, carries -0.09; number 68, H, carries 0.08; number 69, H, carries 0.07; number 70, H, carries 0.10; number 71, Ni, carries 0.36; number 72, N, carries -0.03; number 73, C, carries -0.19; number 74, C, carries -0.51; number 75, C, carries -0.08; number 76, C, carries -0.06; number 77, C, carries -0.07; number 78, H, carries 0.07; number 79, H, carries 0.10; number 80, H, carries 0.10; number 81, H, carries 0.05; number 82, H, carries 0.09; number 83, H, carries 0.09; number 84, H, carries 0.10; number 85, H, carries 0.08; number 86, H, carries 0.07; number 87, C, carries 0.02; number 88, C, carries -0.38; number 89, N, carries 0.01; number 90, C, carries -0.17; number 91, C, carries -0.09; number 92, N, carries 0.14; number 93, H, carries 0.06; number 94, H, carries 0.10; number 95, H, carries 0.10; number 96, H, carries 0.12; number 97, H, carries 0.12; number 98, H, carries 0.14

- What is the molecular weight in the second record?
  646.49 g mol⁻¹